Molecular formula: C30H48INO15
Method: DFT, ωB97M-V/def2-TZVPD

Geometry as XYZ:
```
95
Properties=species:S:1:pos:R:3:forces:R:3
C 1.543443 -2.383395 6.041910 0.12 -0.08 0.11
O 0.145649 -2.192426 6.053655 0.10 0.22 -0.46
C -0.243032 -1.231257 5.055406 0.13 -0.73 0.60
C -1.713832 -1.402400 4.783496 -0.40 0.40 0.11
C -2.391270 -0.216181 4.081806 -0.27 -0.23 -0.04
C -2.485206 -0.322609 2.561944 0.48 0.00 -0.04
C -1.173584 -0.535525 1.773375 -0.13 0.33 -0.28
C -0.854104 0.584936 0.772935 -0.10 -0.24 0.48
C -0.375476 1.897233 1.344655 0.07 0.42 0.15
C -0.025014 1.991831 2.698127 0.10 0.46 -0.18
C 0.358728 3.188449 3.307405 -0.08 -0.04 -0.16
C 0.386224 4.325882 2.528733 -0.17 -0.88 -0.13
C 0.075727 4.245636 1.173802 -0.06 -0.16 -0.11
C -0.300490 3.059836 0.533743 0.15 0.14 0.30
C -0.606758 3.140250 -0.952839 0.38 -0.06 0.18
C 0.046566 2.090064 -1.876973 -0.36 0.70 -0.18
C 0.835752 2.737333 -3.029703 0.16 -0.66 0.22
I -1.483594 0.810686 -2.743041 0.19 -0.16 0.06
C 0.216154 5.640821 0.629841 -0.13 0.00 0.42
O 0.264860 6.055918 -0.493881 -0.10 0.04 -0.50
N 0.339339 6.463498 1.755290 0.62 0.28 -0.08
C 0.705946 5.727939 2.885285 -0.60 -0.49 -0.82
O 1.188551 6.164948 3.878243 0.40 0.49 1.06
H 1.869852 -2.729601 7.019545 -0.11 -0.09 0.12
H 1.841739 -3.126407 5.298251 -0.03 -0.04 -0.12
H 2.079408 -1.457450 5.827278 0.02 0.16 0.01
H -0.049845 -0.240686 5.474227 0.06 0.24 -0.15
H 0.383136 -1.396123 4.179979 0.03 0.13 -0.21
H -2.183463 -1.503830 5.760486 0.00 -0.08 0.15
H -1.934081 -2.321516 4.242494 0.18 -0.15 -0.08
H -1.954699 0.728541 4.397591 0.21 0.10 0.02
H -3.415728 -0.182753 4.450121 -0.13 0.09 0.03
H -2.971092 0.567582 2.164832 -0.16 0.12 0.04
H -3.141889 -1.159265 2.334174 -0.17 -0.08 -0.01
H -1.279907 -1.435086 1.172750 0.07 -0.18 -0.02
H -0.307592 -0.696966 2.406970 0.02 -0.12 0.18
H -0.115548 0.185329 0.084175 0.10 0.07 -0.23
H -1.761655 0.766837 0.201546 -0.01 0.08 -0.24
H -0.053595 1.113962 3.318531 -0.05 -0.17 0.01
H 0.597145 3.221769 4.360551 0.05 0.02 0.05
H -0.200597 4.091374 -1.270662 -0.07 0.21 -0.07
H -1.676661 3.223694 -1.118665 -0.21 -0.18 0.04
H 0.727709 1.479816 -1.303281 -0.13 -0.49 0.00
H 0.679491 2.176582 -3.941540 0.03 0.15 -0.30
H 1.898235 2.644964 -2.812812 0.15 0.25 0.05
H 0.592726 3.782543 -3.177731 -0.16 0.09 -0.08
H 0.727409 7.389795 1.639448 -0.16 0.04 -0.04
C -3.009222 1.471402 11.090421 -0.07 0.14 0.10
O -2.362047 0.198037 11.106440 0.01 -0.02 0.01
C -2.058038 -0.276939 9.897662 0.01 0.00 0.03
O -2.284404 0.274004 8.850286 -0.01 0.01 0.00
O -1.464418 -1.455924 10.048525 -0.02 -0.05 0.01
C -1.082540 -2.074616 8.812322 0.06 -0.17 0.03
H -3.194847 1.731085 12.128461 0.04 -0.09 0.03
H -2.367235 2.223360 10.635693 -0.02 -0.02 -0.08
H -3.954417 1.415522 10.553889 0.04 0.01 -0.07
H -0.372689 -1.457286 8.275860 -0.05 0.10 -0.07
H -1.956262 -2.262409 8.192637 0.01 0.09 -0.05
H -0.615259 -3.020769 9.070091 -0.03 0.03 0.13
C -4.385340 -0.896569 -5.243317 -0.07 0.18 0.01
O -3.530502 -1.887411 -4.666455 0.00 0.05 0.06
C -3.507235 -3.044651 -5.324862 0.09 0.03 0.00
O -4.123058 -3.304090 -6.323933 -0.03 -0.01 0.01
O -2.670115 -3.863415 -4.685723 0.05 0.00 0.06
C -2.515316 -5.144633 -5.298345 0.06 -0.20 -0.03
H -4.300740 -0.016720 -4.611476 0.06 -0.05 0.05
H -4.061718 -0.651574 -6.252833 -0.04 -0.07 -0.03
H -5.417909 -1.239682 -5.253545 0.01 -0.05 -0.07
H -2.106779 -5.041006 -6.302547 -0.10 0.00 -0.05
H -3.465999 -5.672675 -5.332978 -0.02 0.04 -0.08
H -1.814505 -5.698355 -4.679522 -0.01 0.09 0.08
C 3.823415 1.709500 -7.642365 -0.07 -0.11 -0.14
O 3.625286 2.340559 -6.374662 -0.02 0.00 0.02
C 4.677221 3.031387 -5.936573 -0.05 -0.02 0.02
O 5.729632 3.153489 -6.505218 0.01 0.00 -0.01
O 4.360136 3.562441 -4.755704 -0.05 -0.01 0.04
C 5.403012 4.336585 -4.158852 0.05 0.11 0.15
H 2.897760 1.189867 -7.871086 -0.04 0.03 0.09
H 4.025654 2.451121 -8.412441 0.08 0.01 0.02
H 4.640993 0.993303 -7.590771 0.06 0.06 -0.01
H 5.666622 5.179955 -4.793744 0.05 -0.05 -0.05
H 6.280311 3.720325 -3.972441 0.03 0.01 -0.09
H 5.007639 4.701872 -3.215504 -0.09 -0.05 -0.02
C 0.892116 -3.744839 -5.038623 -0.09 0.19 0.15
O 1.856830 -4.794551 -5.151850 0.02 -0.01 0.03
C 2.142317 -5.139347 -6.406134 0.00 -0.03 0.05
O 1.663590 -4.654528 -7.397961 -0.01 0.01 -0.02
O 3.047219 -6.117112 -6.373688 0.01 -0.01 0.02
C 3.447175 -6.588898 -7.662158 0.11 -0.12 -0.10
H 0.747786 -3.565458 -3.977358 0.08 -0.11 0.02
H 1.255679 -2.833883 -5.510143 -0.02 -0.04 -0.09
H -0.052564 -4.042258 -5.483646 0.02 0.04 -0.10
H 3.904636 -5.787863 -8.239347 -0.07 0.03 -0.03
H 2.595862 -6.997842 -8.202707 -0.03 0.08 -0.03
H 4.177192 -7.373085 -7.485244 -0.01 0.02 0.10
```
Positions in Å, forces in eV/Å.

## Properties
- 2S+1 = 1
- E_HOMO (eV) = -9.41
- energy (hartree) = -2653.02077
- E_LUMO (eV) = -0.273
- energy relative to the best compared isomer or geometry (same formula, charge and spin) (kJ/mol) = 0.0
- orbital gap (Eh) = 0.3359